[1]
DFT (ωB97M-V with the def2-TZVPD basis set) results for C4H6N as an isolated structure in a non-equilibrium geometry.

Results
- strongest force on any atom (eV/Å) = 6.98
- lowest unoccupied orbital energy (eV) = -5.703
- orbital gap (eV) = 9.3
- net charge = +1
- energy relative to the best compared isomer or geometry (same formula, charge and spin) (eV) = 3.147

Each line ends with the Löwdin charge.
Element x y z (Å)
C1 2.03530 -0.14448 1.23022  0.35
C2 -1.54412 -0.12525 0.85786  0.18
C3 -0.24271 0.10497 0.39747  -0.17
C4 -0.01108 0.19191 -1.59836  0.15
N1 0.90448 -0.16728 0.95812  0.09
H1 3.03125 -0.31878 1.52238  0.13
H2 -1.71470 -0.44745 1.85494  0.07
H3 -2.43189 0.18485 0.35692  0.08
H4 -0.20773 1.22103 -1.79760  0.05
H5 0.95711 -0.04014 -2.01704  0.06
H6 -0.77591 -0.45937 -1.76490  0.01

Cartesian forces (eV/Å) of the 6 atoms listed first:
C -3.2 -0.6 -0.4
C 4.0 1.1 -0.3
C -5.1 -0.6 -4.7
C 1.0 1.9 3.9
N 4.5 0.2 1.8
H 0.9 0.0 0.3



[2]
DFT (ωB97M-V with the def2-TZVPD basis set) results for a 5-piece molecular cluster, C25H63NO18P4 overall in a non-equilibrium geometry.

Results
- strongest force on any atom (eV/Å) = 4.42
- lowest unoccupied orbital energy (eV) = 0.282
- orbital gap (eV) = 10.6
- net charge = 0
- energy relative to the best compared isomer or geometry (same formula, charge and spin) (eV) = 2.632

Each line ends with the Löwdin charge.
Element x y z (Å)
C1 -1.92362 -6.83420 1.84171  -0.06
C2 -0.44794 -7.22093 2.12496  -0.32
O1 -0.08127 -8.38494 1.46319  -0.17
P1 0.79008 -9.47819 2.29275  0.44
O2 1.24640 -10.61598 1.50804  -0.21
O3 -0.12924 -9.87821 3.52591  -0.18
C3 -1.44562 -10.27699 3.39471  -0.26
C4 -1.46976 -11.85902 3.43509  -0.05
O4 1.98533 -8.56398 2.88897  -0.19
C5 3.15929 -8.30326 2.11166  -0.24
C6 2.87689 -7.76186 0.69670  -0.09
H1 -2.28760 -5.95539 2.37397  0.07
H2 -1.94226 -6.57022 0.78432  0.07
H3 -2.66790 -7.57961 2.12193  0.06
H4 0.19055 -6.37623 1.86631  0.11
H5 -0.32582 -7.16828 3.20682  0.11
H6 -1.97051 -9.90155 4.27314  0.12
H7 -1.91018 -9.86944 2.49683  0.11
H8 -0.93596 -12.25145 2.56955  0.07
H9 -1.01656 -12.30416 4.32083  0.07
H10 -2.45474 -12.32138 3.37070  0.07
H11 3.67464 -7.57235 2.73478  0.12
H12 3.79478 -9.17864 1.97761  0.12
H13 3.87620 -7.67330 0.27052  0.07
H14 2.35882 -8.40010 -0.01909  0.08
H15 2.51187 -6.74307 0.56659  0.07
C7 3.57856 10.42021 -1.81167  -0.07
C8 3.01460 9.30812 -2.69346  -0.27
O5 3.59027 8.01037 -2.50598  -0.20
P2 2.85210 6.91245 -1.55645  0.51
O6 2.62571 7.41992 -0.16674  -0.24
O7 1.52980 6.53973 -2.42200  -0.17
C9 1.61693 5.96117 -3.71071  -0.29
C10 0.23856 5.39326 -3.97702  -0.09
O8 3.84661 5.63009 -1.71528  -0.18
C11 5.15997 5.85143 -1.40948  -0.34
C12 5.60509 4.74463 -0.49395  -0.07
H16 3.32206 11.41683 -2.17090  0.08
H17 3.21492 10.43059 -0.78417  0.07
H18 4.65735 10.27022 -1.76920  0.08
H19 1.92894 9.24522 -2.61938  0.12
H20 3.26717 9.60402 -3.71167  0.11
H21 1.87717 6.59986 -4.55478  0.12
H22 2.19767 5.05003 -3.85443  0.12
H23 -0.59668 6.06837 -3.79077  0.08
H24 0.18333 5.23978 -5.05475  0.08
H25 0.04835 4.42641 -3.51106  0.08
H26 5.70924 5.81609 -2.35030  0.13
H27 5.38435 6.78949 -0.90175  0.12
H28 5.35151 3.74868 -0.85711  0.08
H29 6.69217 4.76323 -0.41636  0.08
H30 5.31989 4.91107 0.54483  0.08
C13 5.36020 -2.08726 -6.53676  -0.09
C14 5.24766 -1.84789 -8.05809  -0.24
O9 3.90123 -2.15124 -8.44343  -0.19
P3 3.13610 -3.56925 -8.19707  0.44
O10 3.07502 -4.19555 -6.87548  -0.22
O11 1.68671 -3.35129 -8.88335  -0.17
C15 0.78752 -2.37855 -8.45815  -0.29
C16 -0.52266 -2.64268 -9.24965  -0.06
O12 3.87930 -4.49895 -9.24186  -0.17
C17 3.79697 -5.89566 -8.99903  -0.28
C18 4.09136 -6.63829 -10.30795  -0.07
H31 5.32919 -3.15260 -6.30833  0.06
H32 6.29499 -1.64643 -6.19044  0.07
H33 4.52945 -1.61984 -6.00810  0.08
H34 5.54507 -0.82892 -8.30577  0.12
H35 5.90755 -2.56283 -8.54952  0.11
H36 0.75622 -2.36214 -7.36873  0.12
H37 1.04249 -1.35657 -8.73857  0.11
H38 -1.37040 -2.01467 -8.97568  0.07
H39 -0.38607 -2.46647 -10.31661  0.07
H40 -0.86589 -3.66984 -9.12625  0.07
H41 4.47231 -6.18161 -8.19265  0.12
H42 2.80692 -6.21135 -8.67003  0.12
H43 4.02789 -7.70491 -10.09257  0.07
H44 3.38902 -6.40998 -11.10963  0.08
H45 5.14358 -6.54785 -10.57765  0.07
C19 -9.34252 6.61298 6.72971  -0.07
C20 -9.34732 5.27143 7.50033  -0.25
O13 -8.49144 5.39345 8.63771  -0.20
P4 -6.95704 4.84690 8.64117  0.53
O14 -6.87986 3.35892 8.61158  -0.25
O15 -6.24992 5.55525 7.33573  -0.20
C21 -4.94026 5.08409 6.96588  -0.29
C22 -4.03963 6.26405 6.70815  -0.08
O16 -6.21536 5.65822 9.88485  -0.21
C23 -6.66975 5.42724 11.24030  -0.23
C24 -6.23428 3.98095 11.69660  -0.07
H46 -10.06962 7.30186 7.15969  0.07
H47 -8.37826 7.07661 6.52152  0.07
H48 -9.75386 6.46931 5.73058  0.07
H49 -10.36178 5.02445 7.81334  0.12
H50 -9.03481 4.42198 6.89299  0.11
H51 -4.41094 4.48137 7.70388  0.12
H52 -5.00676 4.53371 6.02739  0.12
H53 -2.96999 6.05437 6.70837  0.08
H54 -4.33196 6.67551 5.74205  0.08
H55 -4.29819 6.94665 7.51766  0.08
H56 -6.18069 6.13499 11.90963  0.11
H57 -7.75203 5.55620 11.25235  0.11
H58 -5.24419 3.71077 11.32941  0.08
H59 -6.38864 3.78117 12.75696  0.07
H60 -6.91401 3.28300 11.20779  0.05
C25 1.11989 0.54907 -0.44195  0.05
N1 1.14345 0.46180 1.07725  -0.48
O17 0.44465 1.21650 1.70377  0.07
O18 1.85110 -0.36266 1.53563  0.08
H61 0.23250 -0.04084 -0.67137  0.10
H62 2.01413 0.13820 -0.91057  0.09
H63 0.92372 1.59652 -0.67109  0.09

Cartesian forces (eV/Å) of the 6 atoms listed first:
C 0.6 0.1 -0.5
C -1.6 2.5 1.4
O 0.5 -1.6 0.2
P 0.5 0.8 -0.2
O -0.1 0.0 -0.5
O 2.5 1.6 0.1



[3]
DFT (ωB97M-V with the def2-TZVPD basis set) results for one molecule with the formula C2H5N3OS in a non-equilibrium geometry.

Results
- strongest force on any atom (eV/Å) = 2.73
- lowest unoccupied orbital energy (eV) = 0.532
- orbital gap (eV) = 8.8
- net charge = 0
- energy relative to the best compared isomer or geometry (same formula, charge and spin) (eV) = 3.042

Each line ends with the Löwdin charge.
Element x y z (Å)
H1 1.97179 2.74035 0.86933  0.10
N1 1.66396 1.75285 0.62395  0.12
C1 0.48163 1.49185 0.93160  -0.58
N2 -0.41597 2.20521 1.68601  0.13
O1 -0.10569 0.26491 0.66379  -0.01
N3 0.68139 -0.37932 -0.36235  -0.05
C2 0.26772 -1.41145 -1.08239  -0.71
S1 -1.26951 -2.09539 -1.28966  0.51
H2 -0.27796 3.23235 1.81731  0.13
H3 -1.38797 1.90179 1.82979  0.12
H4 1.73712 -0.22830 -0.17672  0.17
H5 1.11292 -1.77269 -1.74403  0.09

Cartesian forces (eV/Å) of the 6 atoms listed first:
H -0.7 -1.8 -0.3
N 1.3 1.8 -0.3
C -1.6 0.0 1.2
N -0.7 1.6 0.4
O 1.2 -0.7 -1.7
N 2.2 0.6 1.5